Computed, not measured: a cluster of 4 separate species, C41H92Cl2N4OPS in total in a non-equilibrium geometry, with the ωB97M-V functional and the def2-TZVPD basis.

Results
DFT total energy: -3570.932879 hartree
LUMO energy: -0.0837 hartree
highest occupied orbital energy: -10.793 eV
molar mass: 791.16 g/mol

Geometry as ORCA input:
```
! RIJCOSX wB97M-V def2-TZVPD def2/J DEFGRID3
* xyz 1 1
C -6.8796 -2.5691 5.5468
C -5.9406 -3.3728 4.5029
P -5.2364 -2.2917 3.0203
C -6.5782 -0.9044 2.6910
N -3.7269 -1.7305 3.6212
C -2.5729 -2.5463 3.1302
C -1.6090 -1.7515 2.0014
C -0.4241 -2.8641 1.8282
C 0.7243 -2.6743 0.7293
C 0.7497 -1.3684 -0.2182
C 2.2313 -0.5922 -0.2034
C 2.0827 1.0235 0.0878
N 2.6529 1.2764 1.4912
C -2.4680 -1.8318 0.6290
C -2.8594 -0.5260 -0.2197
C -4.4626 -0.0677 -0.0766
Cl -2.6931 -0.9573 -2.0568
N -1.2538 -0.4174 2.5862
C 0.0915 -0.2686 3.2550
C 0.4767 -1.1059 4.5608
N 1.9677 -1.4912 4.4439
C -2.4179 0.3540 3.2429
C -2.0619 1.8859 3.6792
C -1.4373 2.8305 2.4462
C -2.6675 3.4567 1.5648
S -2.2709 5.2096 0.9151
C -3.3986 -0.4835 4.2588
Cl -2.5520 -1.0172 5.8755
C -4.5903 0.4755 4.8631
C -4.2497 1.3505 6.1942
C -4.9265 0.7416 7.5990
O -4.9949 2.6459 6.0073
H -6.1941 -1.9120 6.2653
H -7.3558 -3.3868 6.2772
H -7.7909 -1.9883 5.1026
H -6.6495 -4.1537 3.9413
H -5.0767 -4.0115 4.9650
H -7.0803 -0.5194 3.6711
H -7.4518 -1.3370 2.0042
H -6.1280 0.0307 2.1463
H -1.8910 -3.0169 3.9911
H -3.0402 -3.5135 2.6053
H 0.0934 -3.2049 2.8486
H -1.0193 -3.8576 1.5145
H 0.7491 -3.6313 0.0146
H 1.7767 -2.7160 1.2944
H -0.0796 -0.5651 -0.0559
H 0.6305 -1.7382 -1.3474
H 2.9610 -1.0181 0.6107
H 2.7612 -0.7797 -1.2569
H 0.9682 1.3775 0.0497
H 2.7973 1.6062 -0.6500
H 3.2998 2.1160 1.3975
H 1.8350 1.6544 2.0453
H -3.4932 -2.4306 0.7826
H -1.8961 -2.5459 -0.1452
H -2.2279 0.4411 -0.0913
H -5.1842 -0.9778 0.0739
H -4.6104 0.7995 0.7088
H -4.7339 0.4038 -1.1338
H -1.0806 0.1912 1.7165
H 0.4048 0.8624 3.4879
H 0.9167 -0.5317 2.4270
H 0.4216 -0.4496 5.5541
H -0.0845 -2.1065 4.7726
H 2.4453 -1.3838 5.3652
H 2.0127 -2.4827 4.0970
H -3.1460 0.5326 2.3049
H -2.9516 2.5329 4.0658
H -1.2304 1.9005 4.5220
H -0.9153 3.7508 2.9994
H -0.5945 2.3029 1.8390
H -3.5979 3.6237 2.2936
H -3.0707 2.7584 0.7054
H -0.9006 5.1057 0.5720
H -4.9343 1.1700 3.9554
H -5.5123 -0.1881 5.1405
H -3.1383 1.6864 6.3279
H -4.1100 0.1317 8.1925
H -5.8493 0.0722 7.3012
H -5.3486 1.6587 8.2355
H -4.8057 3.0201 5.0978
C -0.0900 3.7766 -2.8551
C -0.7410 5.1511 -2.8359
C -1.3061 5.5717 -4.1939
C -0.2724 5.7119 -5.3193
C 0.8660 6.6970 -5.0426
C 0.3901 8.1289 -4.8549
H 0.7729 3.7474 -3.5270
H 0.2616 3.5129 -1.8528
H -0.8041 3.0119 -3.1756
H -0.0222 5.8933 -2.4722
H -1.5615 5.1370 -2.1084
H -1.8424 6.5201 -4.0728
H -2.0599 4.8393 -4.5085
H -0.7964 6.0218 -6.2325
H 0.1599 4.7295 -5.5407
H 1.5617 6.6698 -5.8903
H 1.4409 6.3827 -4.1650
H -0.1492 8.4799 -5.7406
H 1.2470 8.7922 -4.6962
H -0.2686 8.2262 -3.9874
C 5.7315 -3.0179 -0.5115
C 6.6449 -1.8020 -0.5319
C 6.3560 -0.8478 -1.6922
C 6.5615 -1.4384 -3.0936
C 7.9629 -1.9873 -3.3728
C 9.0497 -0.9262 -3.3020
H 5.8595 -3.6346 -1.4060
H 5.9577 -3.6437 0.3574
H 4.6818 -2.7154 -0.4470
H 7.6905 -2.1278 -0.5536
H 6.5144 -1.2533 0.4087
H 6.9831 0.0442 -1.5782
H 5.3194 -0.4970 -1.6155
H 6.3307 -0.6609 -3.8330
H 5.8315 -2.2382 -3.2620
H 7.9694 -2.4256 -4.3783
H 8.2002 -2.8032 -2.6819
H 8.8560 -0.1213 -4.0183
H 10.0223 -1.3674 -3.5443
H 9.1246 -0.4894 -2.3022
C 0.0850 -1.7188 -4.4355
C 0.9751 -2.8612 -3.9707
C 2.4681 -2.5402 -4.0614
C 2.9951 -2.2661 -5.4763
C 2.7709 -3.3933 -6.4873
C 3.4838 -4.6843 -6.1168
H 0.2468 -1.4845 -5.4918
H -0.9684 -1.9892 -4.3137
H 0.2728 -0.8149 -3.8479
H 0.7411 -3.7657 -4.5424
H 0.7322 -3.0879 -2.9255
H 3.0331 -3.3680 -3.6172
H 2.6825 -1.6629 -3.4386
H 4.0705 -2.0573 -5.4096
H 2.5355 -1.3501 -5.8646
H 3.1399 -3.0603 -7.4652
H 1.7007 -3.5878 -6.6144
H 4.5629 -4.5225 -6.0288
H 3.3176 -5.4411 -6.8908
H 3.1166 -5.0924 -5.1710
*
```

=====

Computed, not measured: a cluster of 7 separate species, C41H95BrNO9Si in total in a non-equilibrium geometry, with the ωB97M-V functional and the def2-TZVPD basis.

Results
DFT total energy: -5214.251410 hartree
LUMO energy: -0.0700 hartree
highest occupied orbital energy: -10.719 eV
molar mass: 854.20 g/mol

Geometry as ORCA input:
```
! RIJCOSX wB97M-V def2-TZVPD def2/J DEFGRID3
* xyz 1 1
C 0.9513 3.2058 1.9886
C -0.1711 3.6429 2.4900
C -1.3608 2.7594 2.4813
N -2.1924 3.1063 1.2708
C -3.3778 3.9256 1.5968
O -2.9399 5.0031 2.3314
C -3.7148 5.3026 3.4918
C -2.9544 6.1994 4.4136
C -4.0502 4.3123 0.2846
O -3.4161 3.8448 -0.8801
C -3.1070 2.4543 -0.8978
C -4.2524 1.6778 -1.5219
C -4.7825 2.2992 -2.8219
C -3.9647 2.1073 -4.0898
Br -2.7642 3.5971 -4.4218
C -2.6094 1.9120 0.4699
C -3.5246 0.9556 1.2297
C -3.0260 -0.4835 1.1343
O -2.1662 -0.6631 2.2599
Si -0.6693 -1.3997 2.0473
C -0.7717 -3.2567 1.9017
C 0.3496 -0.6843 0.6512
C 0.2753 -1.0505 3.6330
H 1.6953 3.8586 1.5831
H 1.1145 2.1428 1.9750
H -0.2337 4.6154 2.9268
H -1.9468 2.7864 3.3838
H -1.0098 1.7495 2.3501
H -1.5778 3.7021 0.7063
H -4.0922 3.3726 2.1836
H -3.9722 4.4159 4.0555
H -4.6384 5.7672 3.1801
H -2.8507 7.1976 4.0348
H -3.4977 6.1904 5.3405
H -2.0079 5.7310 4.6334
H -4.0161 5.3875 0.2418
H -5.1024 4.0629 0.2800
H -2.2853 2.3682 -1.5891
H -3.9256 0.6778 -1.7602
H -5.1068 1.6254 -0.8683
H -5.7193 1.7916 -2.9943
H -5.0287 3.3305 -2.6649
H -3.4058 1.1908 -4.0500
H -4.6512 2.0331 -4.9067
H -1.6909 1.3898 0.2859
H -3.4655 1.1526 2.2860
H -4.5642 1.0414 0.9650
H -2.5374 -0.6801 0.1890
H -3.8821 -1.1216 1.2864
H -1.6375 -3.6079 2.4433
H -0.8314 -3.6184 0.8874
H 0.0763 -3.6803 2.4108
H 0.4530 0.3837 0.7364
H 1.3341 -1.1115 0.6965
H -0.0644 -0.9424 -0.3120
H 0.2011 -1.8579 4.3366
H 1.3134 -0.8620 3.4067
H -0.1085 -0.1294 4.0544
C 0.5428 1.5715 -3.9886
C 1.8493 1.9994 -3.3479
O 2.6842 0.9181 -2.9995
C 3.0805 0.0813 -4.0760
C 3.8588 0.7992 -5.1636
H -0.0093 0.9067 -3.3224
H -0.0777 2.4367 -4.2092
H 0.7061 1.0377 -4.9252
H 1.6429 2.5316 -2.4154
H 2.3837 2.7051 -3.9929
H 2.2089 -0.4332 -4.4971
H 3.7080 -0.6889 -3.6317
H 3.2696 1.5820 -5.6427
H 4.1610 0.0929 -5.9365
H 4.7531 1.2651 -4.7483
C -0.6877 -6.6387 5.0483
C -0.7262 -6.6902 3.5303
O 0.5418 -6.5271 2.9200
C 1.5245 -7.4934 3.2600
C 1.1433 -8.9189 2.9059
H -0.2610 -5.6934 5.3870
H -1.6955 -6.7328 5.4540
H -0.0847 -7.4430 5.4702
H -1.3420 -5.8698 3.1623
H -1.2003 -7.6147 3.1834
H 1.7812 -7.4143 4.3220
H 2.4179 -7.2111 2.7032
H 0.2515 -9.2506 3.4400
H 1.9554 -9.6012 3.1608
H 0.9387 -9.0053 1.8377
C 5.4285 -4.0419 1.6958
C 4.2319 -3.2241 2.1496
O 4.5109 -2.3250 3.2111
C 5.4938 -1.3299 2.9788
C 5.1741 -0.3898 1.8318
H 5.8364 -4.6132 2.5297
H 5.1330 -4.7355 0.9080
H 6.2291 -3.4142 1.3018
H 3.4624 -3.8974 2.5289
H 3.7838 -2.6870 1.3036
H 6.4761 -1.7932 2.8359
H 5.5520 -0.7594 3.9053
H 5.1071 -0.9114 0.8807
H 5.9532 0.3676 1.7394
H 4.2197 0.1114 2.0004
C 1.9627 -14.1237 2.6849
C 2.2123 -12.7415 2.1066
O 3.3085 -12.0639 2.6957
C 4.5689 -12.7001 2.5792
C 5.0210 -12.9202 1.1458
H 1.7905 -14.0612 3.7598
H 1.0880 -14.5753 2.2163
H 2.8076 -14.7940 2.5238
H 1.3403 -12.1130 2.2902
H 2.3355 -12.7892 1.0189
H 4.5713 -13.6440 3.1352
H 5.2758 -12.0413 3.0828
H 4.3445 -13.5766 0.5975
H 6.0103 -13.3776 1.1311
H 5.0677 -11.9710 0.6107
C -3.7946 6.9703 -5.5397
C -4.2451 7.1804 -6.9755
O -4.0848 8.5040 -7.4438
C -2.7645 9.0132 -7.4450
C -1.7951 8.2194 -8.3044
H -4.3358 7.6397 -4.8691
H -3.9805 5.9398 -5.2331
H -2.7276 7.1655 -5.4120
H -5.3118 6.9702 -7.0514
H -3.7413 6.4744 -7.6459
H -2.3893 9.1010 -6.4182
H -2.8437 10.0276 -7.8337
H -1.6800 7.1926 -7.9536
H -0.8105 8.6872 -8.2890
H -2.1454 8.1792 -9.3360
C 1.9795 7.9707 -1.2147
C 2.0237 6.5121 -0.7976
O 1.1978 6.2033 0.3167
C -0.1850 6.4534 0.1584
C -0.8246 5.6737 -0.9789
H 2.2718 8.6134 -0.3842
H 2.6618 8.1433 -2.0465
H 0.9826 8.2767 -1.5357
H 3.0368 6.2552 -0.4905
H 1.7808 5.8582 -1.6434
H -0.3725 7.5261 0.0443
H -0.6449 6.1586 1.1042
H -0.4008 5.9297 -1.9494
H -1.8931 5.8775 -1.0218
H -0.6783 4.5974 -0.8344
*
```